(1)
ORCA calculation (wB97M-V/def2-TZVPD) on C14H22ClHfO5P as an isolated structure at a distorted geometry.

HOMO level ... -16.691 eV
Largest force on an atom ... 0.1434 Eh/bohr
E_LUMO ... -9.29 eV
Charge ... +2
Calculated total energy ... -48216.5307 eV

Atoms and positions in Å:
Cl -0.219 3.586 -1.963
C -2.317 0.273 -2.703
C -1.444 -0.817 -2.389
C -0.194 -0.597 -3.061
H -1.747 -1.749 -1.918
C -0.282 0.641 -3.779
C -1.606 1.183 -3.556
H -2.026 2.045 -4.084
H -3.373 0.336 -2.450
H 0.616 -1.324 -3.185
C 0.808 1.273 -4.577
Hf -0.442 1.321 -1.522
C 1.792 1.444 -0.941
O 2.852 1.801 -0.636
C -1.663 2.196 0.313
O -2.063 2.701 1.278
H 1.793 1.013 -4.173
H 0.722 2.366 -4.578
H 0.792 0.935 -5.621
C 1.146 2.276 3.589
C 1.352 1.639 2.230
O 0.704 0.288 2.064
P -0.272 -0.079 0.748
O -1.667 -0.442 1.537
C -1.973 -1.565 2.473
C -1.316 -1.364 3.810
O 0.179 -1.544 0.190
C 0.764 -2.854 0.382
C 2.162 -2.890 -0.146
H 1.681 3.228 3.505
H 1.594 1.760 4.448
H 0.102 2.533 3.801
H 0.972 2.326 1.451
H 2.423 1.473 2.042
H -3.072 -1.572 2.565
H -1.643 -2.490 1.982
H -1.561 -0.377 4.214
H -1.706 -2.126 4.491
H -0.227 -1.475 3.763
H 0.699 -3.125 1.447
H 0.105 -3.514 -0.188
H 2.767 -2.091 0.283
H 2.606 -3.854 0.098
H 2.182 -2.788 -1.232

Atom charges from the Löwdin analysis, given in e for atoms 1 to 8: 0.28 -0.13 -0.13 -0.11 0.14 -0.41 -0.17 0.15

***

(2)
ORCA calculation (wB97M-V/def2-TZVPD) on C14H22CoF6O5PSe as an isolated structure at a distorted geometry.

HOMO level (spin up / spin down) ... -12.461 / -13.189 eV
Largest force on an atom ... 0.0212 Eh/bohr
Energy above the lowest of the compared OMol25 structures with the same formula, charge and spin ... 0.00 kJ/mol
Expectation value of S² ... 1.010
Multiplicity ... 2
E_LUMO (spin up / spin down) ... -4.31 / -6.21 eV
Charge ... +1
Calculated total energy ... -153677.2938 eV

Atoms and positions in Å:
Co -0.199 0.173 0.680
C -1.769 -2.329 0.158
O -1.687 -0.902 -0.059
C -1.801 -0.544 -1.462
C -0.459 -0.805 -2.096
O 0.528 -0.286 -1.190
C 1.659 0.326 -1.838
H -1.063 -2.856 -0.482
H -2.788 -2.648 -0.052
H -1.518 -2.519 1.192
H -2.042 0.512 -1.472
H -2.602 -1.114 -1.932
H -0.402 -0.311 -3.067
H -0.252 -1.867 -2.235
H 1.353 1.263 -2.306
H 2.050 -0.362 -2.586
H 2.411 0.507 -1.080
C 2.254 3.414 0.262
C 1.039 2.723 0.838
C 0.631 3.299 2.185
O 1.308 1.283 0.966
C -0.159 2.765 -0.108
O -0.412 3.670 -0.849
O -0.955 1.698 0.027
H 3.069 3.433 0.985
H 1.981 4.436 0.005
H 2.600 2.914 -0.641
H 1.463 3.256 2.889
H -0.211 2.755 2.616
H 0.345 4.341 2.052
H 1.717 1.075 1.834
Se -2.103 0.729 2.303
C -3.012 -0.645 3.126
C -4.334 -0.328 3.501
C -5.093 -1.257 4.181
C -4.546 -2.496 4.498
C -3.241 -2.818 4.129
C -2.470 -1.906 3.442
H -4.746 0.642 3.254
H -6.105 -1.017 4.476
H -5.140 -3.217 5.044
H -2.823 -3.779 4.396
H -1.452 -2.143 3.185
F 0.513 -1.170 1.880
P 1.509 -1.255 3.474
F 2.632 -1.867 2.551
F 2.055 0.235 3.091
F 0.250 -0.533 4.141
F 2.330 -1.324 4.794
F 0.806 -2.665 3.636

Atom charges from the Löwdin analysis, given in e for atoms 1 to 8: 0.57 0.00 -0.31 -0.11 -0.12 -0.23 -0.01 0.11

***

(3)
ORCA calculation (wB97M-V/def2-TZVPD) on a 6-piece molecular cluster, C14H22N2O16 overall at a distorted geometry.

HOMO level ... -10.347 eV
Largest force on an atom ... 0.0479 Eh/bohr
E_LUMO ... 0.17 eV
Calculated total energy ... -50609.0244 eV

Atoms and positions in Å:
C 5.642 -12.306 8.147
C 4.979 -12.924 9.397
O 5.082 -14.329 9.057
C 5.165 -14.488 7.693
O 5.118 -15.471 7.058
O 5.508 -13.277 7.097
H 6.694 -12.089 8.365
H 5.154 -11.365 7.831
H 3.942 -12.631 9.516
H 5.526 -12.752 10.304
C 4.445 -16.783 16.345
C 3.568 -17.392 15.172
O 4.467 -17.291 14.068
C 5.360 -16.288 14.312
O 6.172 -15.939 13.504
O 5.365 -15.929 15.608
H 5.073 -17.532 16.870
H 3.925 -16.178 17.072
H 2.685 -16.779 14.925
H 3.272 -18.446 15.262
C 14.423 -11.589 8.021
C 13.641 -12.112 9.203
O 12.749 -10.989 9.445
C 13.236 -9.889 8.906
O 12.754 -8.794 8.948
O 14.308 -10.205 8.105
H 13.985 -11.941 7.036
H 15.501 -11.871 8.016
H 14.204 -12.258 10.148
H 13.024 -12.986 9.006
C 8.220 -15.318 11.022
C 8.224 -15.492 9.501
O 9.639 -15.336 9.112
C 10.295 -14.784 10.201
O 11.461 -14.524 10.200
O 9.485 -14.695 11.293
H 8.246 -16.326 11.440
H 7.409 -14.738 11.478
H 7.658 -14.721 8.931
H 7.888 -16.472 9.136
C 9.454 -13.673 5.731
N 10.882 -13.779 6.213
O 11.450 -12.787 6.611
O 11.435 -14.854 6.195
H 9.234 -12.615 5.718
H 8.839 -14.141 6.480
H 9.356 -14.217 4.752
C 10.071 -18.317 6.554
N 8.809 -18.143 7.331
O 8.712 -18.653 8.431
O 8.020 -17.357 6.797
H 10.650 -19.141 6.983
H 10.593 -17.366 6.577
H 9.790 -18.567 5.519

Atom charges from the Löwdin analysis, given in e for atoms 1 to 8: -0.13 -0.09 0.02 -0.55 0.19 0.03 0.12 0.13

***

(4)
ORCA calculation (wB97M-V/def2-TZVPD) on a single C14H22N2O4S molecule at a distorted geometry.

HOMO level ... -9.489 eV
Largest force on an atom ... 0.0195 Eh/bohr
Energy above the lowest of the compared OMol25 structures with the same formula, charge and spin ... 136.60 kJ/mol
E_LUMO ... 0.64 eV
Calculated total energy ... -36880.5846 eV

Atoms and positions in Å:
C 0.372 3.636 -0.406
H -0.096 3.018 -1.171
O 0.116 3.022 0.836
C 0.628 3.755 1.931
C 0.317 3.008 3.226
H 0.308 3.719 4.053
C 1.343 1.917 3.542
N 1.386 0.865 2.554
C 2.329 0.816 1.587
O 3.264 1.587 1.526
C 2.135 -0.334 0.607
H 1.781 -1.218 1.138
C 1.133 0.037 -0.490
N -0.189 0.264 0.063
S -1.386 0.310 -1.111
O -0.961 1.094 -2.242
O -2.598 0.683 -0.445
C -1.464 -1.409 -1.582
C -1.098 -1.801 -2.855
C -1.154 -3.142 -3.192
C -1.572 -4.090 -2.263
C -1.938 -3.669 -0.987
C -1.886 -2.330 -0.644
H -2.172 -1.981 0.334
H -2.268 -4.398 -0.261
C -1.650 -5.536 -2.643
H -0.821 -5.811 -3.291
H -2.576 -5.725 -3.187
H -1.639 -6.173 -1.763
H -0.871 -3.459 -4.185
H -0.780 -1.048 -3.558
H -0.228 1.152 0.563
H 1.493 0.911 -1.045
H 1.040 -0.796 -1.193
H 3.098 -0.550 0.144
H 0.563 0.292 2.448
H 1.115 1.473 4.516
H 2.345 2.351 3.574
H -0.679 2.570 3.134
H 0.157 4.751 1.947
H 1.713 3.888 1.817
H -0.060 4.643 -0.437
H 1.451 3.708 -0.587

Atom charges from the Löwdin analysis, given in e for atoms 1 to 8: -0.09 0.07 -0.24 -0.22 -0.14 0.11 -0.18 0.06

***

(5)
ORCA calculation (wB97M-V/def2-TZVPD) on an isolated ion of composition C14H22N3O4S and charge +1 at a distorted geometry.

HOMO level ... -13.085 eV
Largest force on an atom ... 0.0284 Eh/bohr
E_LUMO ... -4.09 eV
Charge ... +1
Calculated total energy ... -38361.5722 eV

Atoms and positions in Å:
C 5.727 -1.205 -0.099
H 6.025 -1.466 0.914
H 4.840 -1.778 -0.356
H 6.530 -1.485 -0.776
C 5.440 0.287 -0.209
C 4.299 0.698 0.703
H 4.443 0.368 1.727
S 2.768 -0.091 0.155
O 2.534 -1.342 0.810
O 2.651 -0.063 -1.277
N 1.578 0.994 0.782
C 1.070 1.946 -0.176
H 1.911 2.336 -0.748
C 0.077 1.300 -1.150
N -1.006 0.627 -0.401
C -0.450 -0.356 0.551
H -1.264 -0.831 1.101
C 0.513 0.348 1.510
H 0.965 -0.393 2.169
H -0.010 1.098 2.113
H 0.109 -1.115 -0.002
H -1.536 1.360 0.129
C -2.022 0.042 -1.314
C -3.189 -0.585 -0.590
C -3.329 -1.968 -0.625
C -4.420 -2.605 -0.054
C -5.418 -1.865 0.559
C -5.309 -0.488 0.605
C -4.202 0.149 0.049
N -4.173 1.583 0.174
O -3.072 2.131 0.183
O -5.213 2.167 0.286
H -6.070 0.116 1.075
H -6.275 -2.352 0.994
H -4.492 -3.680 -0.099
H -2.576 -2.560 -1.123
H -2.376 0.844 -1.968
H -1.532 -0.716 -1.929
H -0.356 2.062 -1.800
H 0.616 0.562 -1.750
H 0.597 2.771 0.367
H 4.101 1.765 0.672
H 6.331 0.860 0.055
H 5.168 0.532 -1.237

Atom charges from the Löwdin analysis, given in e for atoms 1 to 8: -0.09 0.09 0.06 0.08 -0.28 -0.22 0.11 0.68